# 1
# F6H22O11P

12 unconnected molecules or ions with the total composition F6H22O11P at a distorted geometry (the ωB97M-V functional and the def2-TZVPD basis, the OMol25 dataset).

XYZ file:
```
40
Properties=species:S:1:pos:R:3:forces:R:3
P -0.392 -0.491 0.414 -0.900 -0.051 -0.704
F -1.013 0.991 0.764 -0.028 -0.267 0.064
F -0.868 -0.301 -1.161 -0.915 -0.979 0.596
F 0.177 -2.039 0.123 -0.207 1.635 -0.156
F 0.920 0.262 -0.136 1.308 -0.560 1.011
F -1.833 -1.142 0.840 0.602 0.160 -0.382
F 0.155 -0.616 1.931 0.118 0.139 -0.497
O -4.253 -2.858 -2.801 -0.120 -0.250 -0.186
O 1.869 6.121 0.453 -0.097 0.149 0.255
O -5.205 -2.263 4.492 -0.107 -0.221 0.170
O 0.849 -5.751 3.123 0.141 -0.326 0.091
O 5.597 -2.177 -2.966 -0.069 -0.030 -0.232
O -0.134 0.933 7.501 -0.074 -0.213 0.076
O 1.227 3.592 3.639 0.080 0.021 0.342
O 2.239 -5.445 -3.536 -0.074 -0.214 -0.173
O 0.423 -0.454 -6.642 0.014 -0.128 -0.236
O -3.810 4.109 -1.017 -0.296 0.133 -0.114
O 1.036 3.593 -3.281 -0.077 0.253 0.059
H 2.667 6.502 0.086 0.185 0.085 -0.059
H 0.702 0.441 -6.835 0.045 0.201 -0.056
H 0.514 -5.155 3.793 -0.084 0.187 0.135
H 6.529 -1.982 -2.869 0.219 0.059 -0.005
H 1.329 4.492 3.327 0.053 0.234 -0.136
H -5.808 -1.536 4.644 -0.121 0.168 0.044
H 2.890 -5.746 -2.902 0.121 -0.077 0.166
H 1.502 3.875 -4.067 0.088 0.097 -0.189
H -0.020 1.296 8.379 0.022 0.058 0.209
H 0.777 3.140 2.926 -0.143 -0.301 -0.232
H 5.310 -2.423 -2.087 -0.171 -0.021 0.248
H 1.368 2.712 -3.108 -0.012 -0.342 0.208
H -3.290 3.324 -0.846 0.187 -0.326 0.053
H -4.648 -1.967 3.773 0.258 0.050 -0.232
H -3.276 4.829 -0.680 0.139 0.141 0.072
H -3.558 -2.365 -2.366 0.323 0.135 0.203
H -5.012 -2.276 -2.776 -0.152 0.134 0.022
H 0.664 -5.309 2.294 -0.061 0.185 -0.253
H 0.350 -0.482 -5.688 -0.078 -0.080 0.310
H 1.662 5.391 -0.129 -0.128 -0.286 -0.187
H 2.314 -4.491 -3.521 -0.052 0.290 0.001
H 0.050 1.665 6.913 0.063 0.158 -0.308
```
Forces are in eV/Å.

Values from the calculation:
Highest occupied orbital energy   -0.328 Eh
E   -1781.66770 hartree
ΔE to the lowest compared entry with this formula, charge and spin   59.31 kcal/mol
Frontier orbital gap   11.00 eV
Charge   -1

Atomic partial charges in e from the Löwdin method, atoms 1 to 5:
1 P 0.207
2 F -0.211
3 F -0.220
4 F -0.214
5 F -0.185

---

# 2
# F6H22O11P

12 unconnected molecules or ions with the total composition F6H22O11P at a distorted geometry (the ωB97M-V functional and the def2-TZVPD basis, the OMol25 dataset).

XYZ file:
```
40
Properties=species:S:1:pos:R:3:forces:R:3
P -0.022 0.084 -0.496 -0.325 -0.355 0.063
F 1.398 -0.683 -0.651 0.083 -0.174 -0.151
F -0.806 -1.364 -0.528 0.402 0.023 0.038
F 0.143 -0.027 1.131 -0.167 -0.003 -0.521
F -0.132 0.181 -2.133 -0.359 -0.145 0.722
F -1.466 0.770 -0.277 0.319 0.233 -0.487
F 0.733 1.495 -0.497 -0.103 0.090 0.155
O -2.510 2.312 1.957 1.068 -0.481 0.608
O 1.936 -3.773 -0.281 -0.482 0.921 -0.135
O 1.768 3.767 0.431 -0.028 0.142 0.043
O -3.238 -1.825 1.310 0.973 0.257 -0.308
O 1.492 -1.002 3.559 -0.085 -0.088 -0.243
O 3.760 1.466 -0.387 -0.999 -0.306 -0.229
O -2.428 2.567 -3.042 0.479 -0.735 0.479
O 0.893 2.540 2.950 -0.265 -0.532 -1.063
O -2.524 -2.124 -3.751 -0.040 -0.217 0.032
O 2.005 -1.412 -3.770 -0.267 0.721 -0.219
O -0.670 -3.499 1.779 -0.593 0.581 -0.462
H -2.011 1.949 -2.405 -0.092 0.358 -0.570
H -1.599 -3.580 2.071 0.633 0.106 -0.191
H 1.533 -1.757 -3.009 -0.020 -0.093 0.140
H 2.362 3.113 0.037 0.141 0.001 0.020
H -0.733 -2.807 1.083 0.092 -0.522 0.554
H -4.001 -1.261 1.390 -0.395 0.258 0.029
H 1.719 -2.850 -0.547 0.325 -0.814 0.275
H -2.555 -1.245 0.907 -0.531 -0.469 0.218
H -1.535 2.469 1.948 -0.984 -0.045 -0.060
H 1.601 -0.528 -3.879 0.288 -0.613 0.077
H 1.176 3.425 3.151 0.190 0.579 0.312
H 4.010 0.910 0.363 -0.097 0.081 -0.120
H -3.026 3.050 -2.476 -0.321 0.324 0.159
H 1.354 -0.310 2.894 -0.055 -0.197 0.263
H 1.021 -1.770 3.201 0.092 0.238 0.036
H -2.156 -2.771 -3.135 -0.032 0.311 -0.081
H 2.916 1.062 -0.709 0.937 0.264 0.330
H 1.274 -3.955 0.401 0.100 -0.080 -0.047
H -2.551 1.482 2.473 -0.076 0.578 -0.392
H 2.204 4.618 0.336 0.086 -0.054 -0.023
H 0.989 2.545 1.972 -0.006 -0.086 0.662
H -2.325 -1.262 -3.371 0.114 -0.056 0.088
```
Forces are in eV/Å.

Values from the calculation:
Highest occupied orbital energy   -0.307 Eh
E   -1781.74641 hartree
ΔE to the lowest compared entry with this formula, charge and spin   9.92 kcal/mol
Frontier orbital gap   10.95 eV
Charge   -1

Atomic partial charges in e from the Löwdin method, atoms 1 to 5:
1 P 0.213
2 F -0.155
3 F -0.174
4 F -0.158
5 F -0.160

---

# 3
# F6H30O15P

16 unconnected molecules or ions with the total composition F6H30O15P at a distorted geometry (the ωB97M-V functional and the def2-TZVPD basis, the OMol25 dataset).

XYZ file:
```
52
Properties=species:S:1:pos:R:3:forces:R:3
P 8.569 9.351 31.050 0.341 -0.241 0.798
F 10.077 9.638 30.720 1.413 -0.102 0.562
F 8.575 7.940 30.293 0.517 -0.882 0.227
F 8.366 10.754 31.804 0.255 0.569 0.340
F 8.240 10.018 29.683 -1.037 1.461 -2.067
F 6.992 9.095 31.313 -1.025 -0.052 0.757
F 8.998 8.674 32.457 -0.519 -0.136 0.014
O 6.118 6.960 33.289 -1.736 -1.585 -0.051
O 10.115 6.166 32.418 0.474 -3.244 -0.554
O 5.606 7.091 30.253 -0.820 -1.000 -1.311
O 7.639 5.839 28.088 -0.081 -1.005 -0.022
O 7.801 11.463 27.233 -0.530 -0.066 0.185
O 10.662 11.003 27.440 4.250 1.835 -3.172
O 10.253 5.176 29.274 0.084 -0.899 -0.886
O 9.314 12.917 29.308 1.100 1.179 -0.099
O 7.731 5.204 31.374 0.256 0.401 0.211
O 5.211 11.875 31.590 -0.495 0.328 -0.567
O 5.726 10.844 29.069 -0.536 -0.953 0.595
O 10.785 8.238 28.367 0.940 0.056 0.634
O 8.232 8.750 27.178 0.459 -0.995 -0.299
O 12.101 7.109 30.595 0.731 -1.082 0.359
O 12.384 10.809 29.563 2.104 1.188 -0.206
H 9.306 5.272 29.106 -0.139 0.016 0.016
H 10.595 11.962 27.317 0.076 -0.228 0.074
H 5.856 11.583 32.217 0.947 -0.289 0.646
H 10.642 6.597 31.767 1.094 0.706 -0.754
H 7.254 6.006 31.100 0.025 -0.520 0.048
H 6.133 7.793 30.586 0.759 1.004 0.714
H 8.524 13.417 29.432 -0.744 0.926 0.255
H 6.409 6.214 33.830 0.178 0.303 -0.340
H 7.309 8.555 27.208 -1.008 -0.711 0.047
H 9.924 10.817 27.893 -4.307 -1.446 2.727
H 4.514 11.224 31.653 -0.438 -0.171 0.150
H 11.489 7.554 30.014 -0.479 0.842 -0.898
H 12.491 6.399 30.048 -0.310 0.520 0.433
H 11.951 10.967 28.728 -0.425 -0.182 -0.451
H 8.951 12.059 29.244 -0.376 -1.925 0.022
H 4.884 6.987 30.868 -0.086 -0.096 0.400
H 11.367 7.668 27.857 -0.395 0.032 -0.292
H 7.876 12.259 26.707 -0.011 0.122 -0.078
H 8.170 9.694 27.138 0.479 1.527 -0.119
H 11.793 10.290 30.056 -1.207 -1.052 0.888
H 7.628 5.742 27.139 0.125 -0.121 -0.417
H 6.994 11.537 27.785 0.222 -0.106 0.037
H 9.913 8.257 27.976 -0.524 -0.289 -0.363
H 8.581 5.541 31.741 -0.455 -0.338 -0.345
H 5.710 9.874 28.914 0.111 0.875 0.184
H 6.685 7.678 33.436 1.484 1.437 0.344
H 5.663 10.923 30.062 0.352 0.319 -1.278
H 9.757 6.814 32.946 -1.166 2.456 1.700
H 7.564 6.770 28.226 0.058 0.994 0.510
H 10.461 5.848 29.901 0.013 0.622 0.691
```
Forces are in eV/Å.

Values from the calculation:
Highest occupied orbital energy   -0.255 Eh
E   -2087.48683 hartree
ΔE to the lowest compared entry with this formula, charge and spin   35.23 kcal/mol
Frontier orbital gap   9.21 eV
Charge   -1

Atomic partial charges in e from the Löwdin method, atoms 1 to 5:
1 P 0.098
2 F -0.100
3 F -0.110
4 F -0.129
5 F -0.120

---

# 4
# F6InN3O12S6

A molecular structure, F6InN3O12S6 at a distorted geometry (the ωB97M-V functional and the def2-TZVPD basis, the OMol25 dataset).

XYZ file:
```
28
Properties=species:S:1:pos:R:3:forces:R:3
In -23.231 7.688 -0.301 0.492 -0.105 0.079
S -26.154 4.685 -0.211 4.609 -8.371 -6.824
S -17.776 6.811 -1.800 2.783 -2.387 -8.935
S -24.849 11.578 -1.265 4.960 7.853 1.197
S -26.272 9.860 -1.969 -6.011 -5.988 -1.989
S -26.747 6.389 1.223 -2.820 5.633 5.748
S -18.850 7.474 0.260 -0.900 1.590 6.939
F -25.031 4.297 -1.381 -0.261 0.368 1.701
F -26.322 8.275 -1.916 -0.370 -0.378 -0.028
F -23.352 11.748 -0.702 -0.928 -1.345 0.121
F -18.746 8.701 1.292 0.377 -0.519 -1.602
F -26.157 7.873 1.406 0.570 -0.628 0.130
F -17.156 7.577 -3.093 -0.806 -0.713 1.404
O -25.923 3.587 0.747 -1.362 2.799 -1.153
O -26.338 10.088 -3.374 0.699 0.927 0.777
O -18.989 6.239 -2.363 1.352 0.919 2.115
O -27.390 10.223 -1.131 1.876 0.470 -0.632
O -25.619 12.258 -0.221 0.844 -2.780 -2.369
O -26.583 5.763 2.559 0.206 1.023 -4.512
O -27.246 4.534 -1.167 -1.051 0.847 2.237
O -28.075 6.765 0.747 2.620 -2.171 -0.058
O -24.617 12.258 -2.560 -1.813 -2.946 2.498
O -16.678 5.904 -1.510 -1.394 0.801 1.132
O -18.280 6.421 1.070 -0.450 0.881 -2.572
O -20.262 7.500 0.002 0.806 -0.210 -1.305
N -25.543 6.068 -0.008 -2.662 0.389 2.723
N -17.823 8.094 -0.952 -1.940 -0.328 2.806
N -24.861 9.819 -1.296 0.576 4.370 0.373
```
Forces are in eV/Å.

Values from the calculation:
Highest occupied orbital energy (alpha / beta)   -0.581 / -0.582 Eh
E   -4244.75940 hartree
ΔE to the lowest compared entry with this formula, charge and spin   0.00 kcal/mol
Spin multiplicity   2
Frontier orbital gap (alpha / beta)   6.36 / 6.16 eV
Expectation value of S²   1.79
Charge   +1

Atomic partial charges in e from the Löwdin method, atoms 1 to 5:
1 In 1.175
2 S 0.526
3 S 0.527
4 S 0.639
5 S 0.437

---

# 5
# F6KN3O12S6

A molecular structure, F6KN3O12S6 at a distorted geometry (the ωB97M-V functional and the def2-TZVPD basis, the OMol25 dataset).

XYZ file:
```
28
Properties=species:S:1:pos:R:3:forces:R:3
K -13.035 1.664 -4.202 0.345 -0.145 0.047
S -11.802 3.217 -7.580 0.392 -0.413 1.904
S -9.289 1.908 -2.066 0.393 2.916 -0.053
S -15.532 1.036 -1.919 3.430 -3.427 -0.131
S -10.700 -0.017 -1.300 -1.880 0.050 1.966
S -15.575 3.531 -2.051 1.715 0.704 -0.169
S -14.240 3.526 -7.026 -2.681 -0.013 1.098
F -14.819 4.387 -3.136 0.191 0.245 0.061
F -10.627 2.736 -6.644 0.262 0.001 -0.141
F -11.570 -0.251 0.003 -0.086 0.036 -0.062
F -15.064 4.142 -5.818 0.333 0.210 0.073
F -8.809 3.300 -1.411 0.121 -0.620 0.105
F -14.341 0.025 -1.478 -0.352 0.014 -0.282
O -11.659 0.075 -2.355 0.048 -0.106 -0.607
O -10.021 2.406 -3.199 -0.080 -0.660 0.023
O -14.381 4.472 -8.072 0.314 0.612 -0.694
O -14.888 2.269 -7.191 0.109 -0.697 -0.110
O -16.366 0.915 -0.780 -1.166 0.824 0.065
O -12.132 2.090 -8.380 -0.109 -0.423 -0.303
O -9.833 -1.141 -1.284 0.756 0.011 -0.226
O -15.884 0.507 -3.204 -0.751 0.224 0.155
O -11.332 4.383 -8.224 0.268 0.746 -0.142
O -8.095 1.166 -2.298 0.153 -0.174 -0.071
O -16.868 3.332 -2.619 -0.079 -0.526 -0.030
O -15.482 4.271 -0.844 0.016 0.311 0.331
N -14.507 2.257 -2.057 -3.326 1.742 0.434
N -10.167 1.434 -0.831 0.527 -1.469 -1.303
N -12.840 3.456 -6.318 1.135 0.026 -1.937
```
Forces are in eV/Å.

Values from the calculation:
Highest occupied orbital energy   -0.187 Eh
E   -4655.61105 hartree
ΔE to the lowest compared entry with this formula, charge and spin   13.50 kcal/mol
Frontier orbital gap   9.59 eV
Charge   -2

Atomic partial charges in e from the Löwdin method, atoms 1 to 5:
1 K 0.829
2 S 0.482
3 S 0.474
4 S 0.460
5 S 0.477